Formula: C17H25NO4
Source: the Open Molecules 2025 dataset
Level of theory: ωB97M-V/def2-TZVPD

Structure (XYZ):
```
47
Properties=species:S:1:pos:R:3:forces:R:3:lowdin_charge:R:1
O 3.019923 -1.814421 2.064866 -0.778 -0.641 -1.582 0.020
O 3.746260 1.967906 -1.294322 -1.599 0.862 0.600 0.119
O 1.622042 2.707769 -0.947977 0.267 -0.118 0.442 0.083
O 0.140525 0.100754 -2.556300 0.266 0.465 -1.588 -0.010
C 2.331713 -2.384147 1.194629 1.280 1.656 1.672 -0.505
C 2.648500 1.865982 -0.767260 3.263 -1.413 -0.884 -0.417
C -1.756032 0.058145 1.919282 -2.254 -0.851 -2.449 -0.262
C -2.608359 -0.250620 0.843116 2.403 0.707 2.853 -0.070
N 2.167383 -1.861611 -0.061384 0.703 -0.110 1.015 0.079
C 1.632974 -3.674627 1.547785 -0.597 0.266 0.626 -0.011
C -1.508792 -1.018617 2.962709 0.716 1.069 -0.092 -0.056
C -1.928597 1.217062 -3.716489 0.315 -0.747 -0.445 -0.013
C -1.000491 1.368741 2.078711 0.198 0.102 -1.105 -0.153
C -2.711237 0.535304 -0.420113 -1.157 -0.797 -0.212 -0.180
C 2.802986 -0.650515 -0.594623 0.220 -0.528 -1.459 -0.117
C 0.494260 1.206014 1.698306 -0.238 -0.778 -0.386 -0.119
C -2.056243 -0.291058 -1.572171 -0.221 0.774 0.292 -0.102
C 0.428611 1.928722 -0.770421 0.236 -1.521 -1.030 -0.181
C 0.037947 1.468812 -2.200948 -2.435 -1.157 2.344 -0.125
C 2.333829 0.615765 0.051400 -2.440 1.255 0.336 -0.160
C 0.773075 0.781293 0.202094 0.821 1.106 1.258 -0.157
C -1.221952 0.594160 -2.501329 1.362 1.066 0.279 -0.365
H -3.112750 -1.233749 0.846972 0.294 0.534 0.046 0.115
H 1.453938 -2.296129 -0.584071 -0.575 -0.297 -0.901 0.117
H 2.170900 -4.518600 1.157831 0.101 -0.415 -0.495 0.075
H 0.589204 -3.670888 1.229920 0.059 -0.189 -0.357 0.074
H 1.604850 -3.815372 2.641320 0.239 0.404 -0.463 0.092
H -0.602652 -1.588898 2.679366 -0.374 0.163 0.365 0.077
H -1.359283 -0.554633 3.948957 0.147 -0.256 -0.195 0.084
H -2.351972 -1.672015 3.039380 -0.426 -0.561 -0.066 0.064
H -1.305994 1.120987 -4.617340 0.036 0.223 0.274 0.095
H -2.857878 0.706449 -3.968725 -0.110 0.017 0.178 0.073
H -2.130654 2.284572 -3.526959 0.015 -0.497 -0.098 0.092
H -1.038601 1.668946 3.124525 -0.108 0.096 0.082 0.110
H -1.428291 2.207212 1.469066 0.065 -0.783 0.571 0.112
H -3.797471 0.695600 -0.636953 0.795 0.018 -0.065 0.124
H -2.248619 1.506596 -0.381305 0.141 0.301 0.303 0.084
H 2.558324 -0.608691 -1.688275 0.162 -0.236 0.913 0.144
H 3.904207 -0.674459 -0.531016 -0.483 -0.343 0.123 0.142
H 1.056505 2.121771 1.960820 -0.184 -0.352 -0.254 0.133
H 0.889023 0.385086 2.320074 0.125 0.329 -0.129 0.113
H -1.443417 -1.133572 -1.193282 -0.168 0.705 -0.064 0.120
H -2.881319 -0.756404 -2.120788 0.293 0.056 -0.305 0.113
H -0.331628 2.537436 -0.340475 -0.490 0.829 0.051 0.130
H 0.256185 2.231144 -2.940687 0.207 -0.225 -0.273 0.153
H 2.804869 0.682837 1.027913 0.017 0.195 0.147 0.148
H 0.214199 -0.096035 -0.075833 -0.109 -0.383 0.128 0.118
```
Forces are in eV/Å.

Results
Total charge: 0
Relative energy (zero: lowest compared OMol25 entry of this formula, charge and spin) in eV: 2.915
HOMO-LUMO gap in eV: 9.4348
SMILES: CC(=O)NC[C@H]1C(=O)O[C@@H]2[C@@H]1CC/C(C)=C\CC[C@]1(C)O[C@H]21